DFT (ωB97M-V/def2-TZVPD) results for a molecular structure, C5H5FInO4.

Structure (XYZ):
```
16
Properties=species:S:1:pos:R:3:mulliken_spin:R:1
C 1.087 -0.068 0.803 -0.02
C 1.040 -0.183 -0.722 0.00
O 2.395 -0.182 -1.080 0.13
C 3.115 -0.681 -0.053 -0.06
O 2.376 -0.685 1.058 0.03
O 4.258 -1.022 -0.134 0.20
O 0.115 -0.564 1.502 0.07
F 1.282 1.273 1.167 0.00
H -0.446 0.222 -1.101 0.10
In -1.643 -0.576 1.517 0.73
H 0.612 -1.078 -1.186 0.04
C -2.933 1.096 -0.113 0.13
C -2.125 0.172 -0.622 -0.28
H -2.786 1.939 0.569 0.00
H -3.988 1.071 -0.411 -0.03
H -2.357 -0.734 -1.192 -0.03
```

Calculated values
highest occupied orbital energy (spin up / spin down) = -18.5 / -19.3 eV
energy relative to the best compared isomer or geometry (same formula, charge and spin) = 395.3 kJ/mol
HOMO-LUMO gap (spin up / spin down) = 5.2960 / 6.0025 eV
total charge = +2
energy = -21318.3372 eV
<S²> = 0.99
2S+1 = 2